Record 1
Formula: C23H30FN3O2
Source: the Open Molecules 2025 dataset
Level of theory: wB97M-V/def2-TZVPD

Properties
energy = -35620.2311 eV
SMILES = COc1ccc(O)c(CN2CCC[C@H](N3CCN(c4ccc(F)cc4)CC3)C2)c1
LUMO level = 0.60 eV
ΔE to the lowest compared entry with this formula, charge and spin = 80.5 kcal per mole
HOMO = -7.5623 eV
Kohn-Sham gap = 8.16 eV

Structure (ORCA input):
```
! RIJCOSX wB97M-V def2-TZVPD def2/J DEFGRID3
* xyz 0 1
C 7.14542 1.50126 4.73203
O 6.58426 2.73311 4.35734
C 5.46800 2.72608 3.56619
C 4.95987 3.97589 3.21421
C 3.83371 4.07323 2.42909
C 3.18619 2.93029 1.96471
O 2.07711 3.08217 1.19814
C 3.69618 1.67436 2.30176
C 3.06224 0.41552 1.75863
N 1.60648 0.49583 1.76883
C 1.07470 0.49391 3.12200
C -0.41640 0.79796 3.07764
C -1.14656 -0.22948 2.21660
C -0.53089 -0.24921 0.81651
N -1.10005 -1.27411 -0.05390
C -2.52409 -1.51820 0.10723
C -3.04213 -2.39073 -1.03137
N -2.97983 -1.65030 -2.26940
C -3.77069 -1.95772 -3.34479
C -4.47667 -3.16802 -3.40611
C -5.28664 -3.46845 -4.48260
C -5.39601 -2.56433 -5.52152
F -6.18689 -2.86077 -6.58295
C -4.71490 -1.36225 -5.49681
C -3.91463 -1.06095 -4.41391
C -1.92822 -0.66355 -2.33646
C -0.75183 -1.10709 -1.46107
C 0.97252 -0.53569 0.97043
C 4.82693 1.58549 3.10492
H 7.47092 0.92354 3.86012
H 8.01260 1.74566 5.34375
H 6.44527 0.90131 5.32363
H 5.46477 4.85770 3.57392
H 3.43145 5.03540 2.15510
H 1.65353 2.19962 1.12505
H 3.37935 0.28627 0.71631
H 3.42438 -0.45904 2.32496
H 1.59960 1.25859 3.69978
H 1.24349 -0.48266 3.60912
H -0.82117 0.79093 4.09043
H -0.56154 1.79539 2.65849
H -2.20439 0.02842 2.17369
H -1.04967 -1.22083 2.66369
H -0.65174 0.75991 0.37879
H -3.11523 -0.58716 0.12599
H -2.68279 -2.04436 1.05142
H -2.44877 -3.31561 -1.07533
H -4.08304 -2.65414 -0.82372
H -4.38183 -3.89276 -2.61421
H -5.82511 -4.40218 -4.52520
H -4.82186 -0.66795 -6.31540
H -3.41171 -0.10769 -4.39339
H -1.57555 -0.57151 -3.36659
H -2.28496 0.32364 -2.00579
H 0.04751 -0.37199 -1.56608
H -0.37851 -2.06616 -1.83993
H 1.45439 -0.55475 -0.00907
H 1.08864 -1.53618 1.41928
H 5.19802 0.60268 3.35344
*
```


Record 2
Formula: C23H30FN3O5S
Source: the Open Molecules 2025 dataset
Level of theory: wB97M-V/def2-TZVPD

Properties
energy = -52573.9862 eV
LUMO level = -0.56 eV
ΔE to the lowest compared entry with this formula, charge and spin = 535.8 kcal per mole
HOMO = -7.5865 eV
Kohn-Sham gap = 7.03 eV

Structure (ORCA input):
```
! RIJCOSX wB97M-V def2-TZVPD def2/J DEFGRID3
* xyz 0 1
O 2.54685 -0.95051 1.18285
S 1.49225 -1.76845 0.45307
O 1.46408 -1.99887 -0.96281
N 1.54491 -3.35953 1.12256
C 2.40545 -4.35469 0.25635
H 2.26268 -4.19000 -0.57168
C 3.93952 -4.26559 0.96082
H 4.33895 -5.28856 0.28462
O 3.99145 -4.57355 2.15900
C 3.32123 -3.37776 2.86504
H 3.41816 -3.75525 4.06032
C 1.83468 -3.59377 2.57063
H 1.44925 -2.45059 2.86794
H 1.27503 -4.35598 3.06512
H 3.76703 -2.51405 2.47440
H 4.28679 -3.38738 0.58989
H 1.96207 -5.24261 0.71481
C 0.03794 -1.24076 1.03179
C -0.33891 -0.19379 1.67967
C -1.47556 0.31256 2.11754
C -2.53929 -0.41864 1.39545
C -2.36995 -1.59869 0.94183
C -1.18595 -2.04694 0.57404
H -0.93342 -2.87555 0.09258
H -3.34746 -2.30874 0.19951
O -3.86228 0.25086 1.68598
C -4.74946 0.11587 0.76409
C -4.66892 0.26410 -0.62598
O -5.57460 0.18889 -1.34305
H -6.23016 1.01462 -1.36878
C -4.07083 1.70443 -0.69706
N -3.43568 2.16028 -2.09460
C -2.57939 1.32468 -2.60468
C -1.08234 1.30255 -1.95185
N -0.53318 2.59204 -1.83822
C 0.59130 2.57092 -1.42529
C 1.38514 3.83105 -1.85516
C 2.73630 4.13794 -1.17589
C 3.44997 2.91032 -0.92919
C 2.86260 1.60178 -0.62667
C 1.49906 1.75275 -0.96742
H 1.12038 0.58588 -0.63471
H 3.51989 0.85595 -0.37622
F 4.91245 3.16915 -0.69366
H 3.29175 4.84769 -1.58246
H 0.78333 4.87305 -2.15111
C -1.48901 3.66393 -1.22347
H -1.06990 4.71474 -1.31112
C -2.94072 3.43820 -1.97849
H -3.48049 4.11522 -1.28307
H -2.78139 3.84447 -2.96811
H -1.67622 3.24105 -0.17400
H -0.69397 0.61457 -2.59016
H -1.32248 0.93550 -0.85392
H -3.01405 0.50083 -2.69352
H -2.45588 1.78096 -3.42034
H -4.75013 2.48420 -0.51199
H -3.18167 1.85463 0.18680
H -3.86399 -0.37067 -0.96465
H -5.30201 -0.83922 1.07842
H -5.67057 0.66431 1.08728
H -1.66150 1.27819 2.63648
H 0.64242 0.36233 2.02382
*
```


Record 3
Formula: C23H30HfNO8
Source: the Open Molecules 2025 dataset
Level of theory: wB97M-V/def2-TZVPD

Properties
energy = -43509.1707 eV
LUMO level (alpha / beta) = 2.16 / 2.16 eV
HOMO (alpha / beta) = -1.0288 / -1.0245 eV
Kohn-Sham gap (alpha / beta) = 3.19 / 3.18 eV

Structure (ORCA input):
```
! RIJCOSX wB97M-V def2-TZVPD def2/J DEFGRID3
* xyz -1 1
C -0.35994 -0.00802 -3.65906
C -1.10449 -1.15976 -2.92893
C -0.61299 1.29837 -2.89012
C -1.48882 0.93512 -1.67768
H -1.05360 2.06777 -3.53931
H 0.34705 1.71150 -2.55327
C -1.38990 -0.58526 -1.54285
H -0.48666 -2.06814 -2.88458
H -2.03500 -1.37886 -3.47105
C -0.14638 -0.72504 -0.65745
H -2.28066 -1.02495 -1.07194
H -2.50675 1.33546 -1.82267
C -0.87585 1.42432 -0.36789
C 1.14446 -0.24737 -3.67205
C -0.53101 0.11887 -5.17064
O -0.78006 1.19771 -5.67337
O 1.79893 -0.98336 -2.93559
O 1.71767 0.43252 -4.67813
O -0.31686 -0.95561 -5.97095
C -0.05461 -2.30238 -5.49168
H -0.97838 -2.75875 -5.11284
H 0.75108 -2.34301 -4.74071
H 0.27041 -2.83098 -6.38758
C 3.14101 0.30331 -4.74835
H 3.60054 0.61671 -3.80537
H 3.42055 0.97579 -5.55468
H 3.43267 -0.72970 -4.97725
O 0.20432 0.59546 -0.14975
H 0.73199 -1.02566 -1.23520
H -0.33946 -1.43757 0.16740
C -1.99246 1.29780 0.65842
C -0.51914 2.90208 -0.37112
H -1.18657 3.40651 -1.09280
H 0.52049 3.08471 -0.67975
H -0.67200 3.34176 0.60929
H -1.68866 1.65623 1.64636
H -2.38901 0.28359 0.74327
H -2.82143 1.93485 0.30617
Hf 0.45953 0.04744 4.81584
C -1.80188 -1.04382 4.67862
C -2.30501 -1.03461 3.33311
C -1.44650 -1.79356 2.50812
H -3.25202 -0.60130 3.01064
C -0.37869 -2.28409 3.29694
C -0.63482 -1.94290 4.68445
H -0.24990 -2.44706 5.57221
H -2.40857 -0.81428 5.55556
H -1.64109 -2.03741 1.46137
H 0.36681 -2.99258 2.94049
C 2.37197 1.15796 3.74855
C 2.75506 0.09732 4.68096
C 2.37141 -1.16100 4.03986
H 3.37485 0.24263 5.56865
C 1.99168 -0.85154 2.69192
C 1.96743 0.54363 2.52290
H 1.78105 1.06960 1.58164
H 2.58863 2.21752 3.86518
H 2.56299 -2.15442 4.43162
H 1.87327 -1.54760 1.85852
O -0.29311 1.55201 6.16809
N -0.78767 2.30033 5.15424
O -1.19616 3.40906 5.24978
O -0.53971 1.71267 3.96447
*
```


Record 4
Formula: C23H30HoN6OS
Source: the Open Molecules 2025 dataset
Level of theory: wB97M-V/def2-TZVPD

Properties
energy = -71939.5325 eV
LUMO level (alpha / beta) = -8.56 / -8.54 eV
ΔE to the lowest compared entry with this formula, charge and spin = 0.0 kcal per mole
HOMO (alpha / beta) = -16.7912 / -16.7916 eV
Kohn-Sham gap (alpha / beta) = 8.23 / 8.25 eV

Structure (ORCA input):
```
! RIJCOSX wB97M-V def2-TZVPD def2/J DEFGRID3
* xyz 3 5
Ho 0.30772 -0.14658 -0.04008
N -0.75490 1.48025 1.53559
C -0.99582 2.77765 0.89001
C -1.42815 3.85810 1.60139
C -1.71033 5.08832 0.96517
C -1.57383 5.20118 -0.38604
C -1.12138 4.09525 -1.14919
C -0.96126 4.16490 -2.55009
C -0.49891 3.08063 -3.24782
C -0.18025 1.92646 -2.53101
N -0.32352 1.80385 -1.21680
C -0.80988 2.87873 -0.50722
H -1.65067 1.12291 1.86295
H -0.21844 1.63252 2.38662
H -1.57345 3.77052 2.67303
H -2.04851 5.92719 1.55750
H -1.80406 6.13105 -0.89118
H -1.20856 5.08603 -3.06586
H -0.36725 3.10505 -4.32044
H 0.21597 1.06449 -3.06120
N 0.39449 -1.70976 -1.98653
C -0.99881 -1.92478 -2.48136
C -1.92746 -2.15948 -1.31293
N -2.01663 -0.92755 -0.46954
H 0.99064 -1.44551 -2.76678
H 0.76770 -2.60994 -1.68643
H -1.06058 -2.76435 -3.17227
H -1.30416 -1.03128 -3.02836
H -1.54772 -2.96467 -0.68203
H -2.90426 -2.46707 -1.68370
H -2.55668 -1.14826 0.36413
H -2.57673 -0.23855 -0.96790
N 2.63342 0.56391 -0.87221
N 2.51852 0.96235 0.52138
H 3.54831 0.16563 -1.06496
H 2.55393 1.40076 -1.44217
H 2.83809 1.91617 0.66622
H 3.13280 0.36925 1.07279
O 0.56207 -1.62251 1.45843
S 1.44547 -2.22659 2.61360
C 1.82708 -3.85732 2.05039
C 2.79560 -4.53507 2.78087
C 3.11533 -5.83001 2.40341
C 2.48120 -6.41937 1.31557
C 1.51887 -5.72233 0.59706
C 1.18208 -4.42501 0.96161
C 0.37674 -2.49226 3.96381
C 0.76237 -1.92021 5.17057
C -0.02261 -2.16149 6.29317
C -1.16149 -2.94240 6.18214
C -1.53596 -3.50329 4.95809
C -0.76090 -3.29259 3.83603
H 3.29068 -4.07616 3.62952
H 3.86372 -6.37925 2.95878
H 2.73749 -7.43049 1.02844
H 1.02211 -6.19574 -0.23979
H 0.40754 -3.88308 0.43646
H 1.65670 -1.31321 5.24330
H 0.26027 -1.74290 7.24943
H -1.76677 -3.13170 7.05920
H -2.41998 -4.12390 4.89536
H -1.01109 -3.76319 2.89300
*
```